1.
Molecular formula: C22H15ClN6O13Pm
Method: DFT, the ωB97M-V functional and the def2-TZVPD basis

```
! wB97M-V def2-TZVPD RIJCOSX def2/J DEFGRID3
* xyz -1 5
Pm 0.25 -0.31 -0.64
C -2.63 2.89 -3.21
C -1.98 1.84 -2.37
N -0.92 2.04 -1.67
O -0.38 3.32 -1.74
C -2.52 0.49 -2.29
C -3.92 0.15 -2.71
N -1.67 -0.35 -1.78
O -1.97 -1.61 -1.51
H -1.88 3.39 -3.80
H -3.09 3.64 -2.56
H -3.39 2.47 -3.86
H 0.51 3.22 -1.37
H -4.62 0.92 -2.40
H -4.18 -0.79 -2.22
H -4.00 0.01 -3.78
O 0.38 2.21 2.32
C 1.08 1.50 1.61
O 0.83 0.28 1.33
C 2.34 2.10 0.97
C 3.22 2.87 1.67
C 4.33 3.46 1.03
C 4.54 3.29 -0.32
C 3.65 2.52 -1.06
C 2.52 1.88 -0.45
O 1.69 1.21 -1.13
N 3.87 2.39 -2.47
O 2.98 1.96 -3.17
O 4.96 2.74 -2.90
N 5.24 4.27 1.78
O 6.15 4.82 1.17
O 5.06 4.38 2.98
H 3.06 3.06 2.72
H 5.38 3.75 -0.81
O 0.91 -6.29 -1.25
C 0.00 -6.10 -0.32
O -0.67 -7.00 0.13
C -0.18 -4.70 0.17
C -1.08 -4.34 1.17
Cl -2.15 -5.32 2.03
N -1.01 -2.99 1.33
N -0.12 -2.48 0.47
C 0.40 -3.48 -0.23
C 1.41 -3.12 -1.33
O 1.97 -4.04 -1.92
O 1.55 -1.89 -1.53
C -1.71 -2.15 2.22
C -2.12 -0.89 1.78
C -2.76 -0.04 2.66
C -3.03 -0.45 3.96
C -2.63 -1.71 4.38
C -1.96 -2.56 3.52
H 1.38 -5.44 -1.55
H -1.98 -0.60 0.74
H -3.08 0.93 2.33
H -3.54 0.21 4.64
H -2.86 -2.04 5.38
H -1.64 -3.53 3.86
*
```

Values from the calculation:
Highest occupied orbital energy (spin up / spin down) in eV: -6.1539 / -6.1600
Energy relative to the best compared isomer or geometry (same formula, charge and spin) in kcal/mol: 0.0
Electronic energy in eV: -87691.861

The Löwdin scheme yields these atomic charges, measured in e: atom 1 (Pm): 1.79, atom 2 (C): -0.01, atom 3 (C): -0.28, atom 4 (N): -0.02, atom 5 (O): -0.02, atom 6 (C): -0.28, atom 7 (C): -0.03, atom 8 (N): -0.30, atom 9 (O): -0.20, atom 10 (H): 0.09, atom 11 (H): 0.09, atom 12 (H): 0.07, atom 13 (H): 0.08, atom 14 (H): 0.08, atom 15 (H): 0.07, atom 16 (H): 0.09, atom 17 (O): 0.07, atom 18 (C): -0.60, atom 19 (O): -0.19, atom 20 (C): -0.03, atom 21 (C): 0.08, atom 22 (C): -0.15, atom 23 (C): 0.09, atom 24 (C): -0.06, atom 25 (C): -0.28, atom 26 (O): -0.21, atom 27 (N): -0.35, atom 28 (O): 0.10, atom 29 (O): 0.05, atom 30 (N): -0.37, atom 31 (O): 0.06, atom 32 (O): 0.06, atom 33 (H): 0.13, atom 34 (H): 0.13, atom 35 (O): 0.12, atom 36 (C): -0.52, atom 37 (O): 0.05, atom 38 (C): -0.03, atom 39 (C): -0.55, atom 40 (Cl): 0.83, atom 41 (N): -0.04, atom 42 (N): 0.03, atom 43 (C): -0.10, atom 44 (C): -0.55, atom 45 (O): 0.06, atom 46 (O): -0.12, atom 47 (C): -0.18, atom 48 (C): -0.01, atom 49 (C): -0.05, atom 50 (C): -0.08, atom 51 (C): -0.08, atom 52 (C): -0.04, atom 53 (H): 0.07, atom 54 (H): 0.07, atom 55 (H): 0.11, atom 56 (H): 0.10, atom 57 (H): 0.10, atom 58 (H): 0.08

***

2.
Molecular formula: C22H15CuF12N5O14S4
Method: DFT, the ωB97M-V functional and the def2-TZVPD basis

```
! wB97M-V def2-TZVPD RIJCOSX def2/J DEFGRID3
* xyz 0 2
Cu -0.44 0.78 0.07
C -3.43 2.73 -1.02
F -3.67 2.07 0.10
F -3.84 2.04 -2.08
F -4.02 3.93 -0.99
S -1.60 3.01 -1.16
O -1.40 4.14 -1.99
O -1.08 3.02 0.20
N -1.01 1.55 -1.67
S -0.56 1.66 -3.23
O -1.63 2.10 -4.08
O 0.72 2.26 -3.44
C -0.38 -0.13 -3.63
F -1.56 -0.63 -3.94
F 0.45 -0.26 -4.66
F 0.12 -0.80 -2.58
C -1.26 3.19 3.17
F -1.47 3.39 4.46
F -2.40 2.91 2.56
F -0.71 4.27 2.64
S -0.01 1.78 3.03
O 1.07 2.33 2.29
O 0.23 1.28 4.33
N -0.73 0.65 2.04
S -1.90 -0.19 2.79
O -2.52 0.50 3.88
O -2.78 -0.77 1.82
C -0.97 -1.62 3.56
F -1.05 -1.56 4.88
F -1.51 -2.77 3.14
F 0.31 -1.60 3.20
C 4.14 5.61 -1.99
C 5.02 4.76 -1.34
C 4.54 3.65 -0.68
C 3.19 3.36 -0.76
C 2.30 4.16 -1.45
C 2.77 5.30 -2.05
N 2.67 2.25 0.02
O 1.54 1.84 -0.27
O 3.35 1.81 0.90
H 4.47 6.55 -2.41
H 6.08 4.99 -1.32
H 5.18 3.07 -0.04
H 1.25 3.93 -1.41
H 2.12 5.99 -2.58
C 2.96 -4.99 2.35
C 4.03 -4.20 1.94
C 3.78 -3.01 1.29
C 2.49 -2.65 0.98
C 1.43 -3.46 1.33
C 1.65 -4.63 2.00
N 2.24 -1.41 0.28
O 3.19 -0.78 -0.11
O 1.08 -1.08 0.13
H 3.15 -5.92 2.86
H 5.04 -4.54 2.10
H 4.62 -2.40 0.97
H 0.45 -3.17 0.97
H 0.84 -5.31 2.24
C -3.85 -5.31 -1.46
C -2.59 -4.99 -0.94
C -2.24 -3.66 -0.76
C -3.12 -2.67 -1.13
C -4.36 -2.97 -1.66
C -4.70 -4.29 -1.85
N -2.71 -1.29 -1.03
O -3.43 -0.44 -1.49
O -1.65 -1.05 -0.46
H -4.07 -6.37 -1.53
H -1.89 -5.77 -0.67
H -1.28 -3.40 -0.34
H -5.03 -2.19 -1.99
H -5.65 -4.56 -2.30
*
```

Values from the calculation:
Highest occupied orbital energy (spin up / spin down) in eV: -9.9959 / -9.9958
Energy relative to the best compared isomer or geometry (same formula, charge and spin) in kcal/mol: 4.2
Electronic energy in eV: -179752.464

The Löwdin scheme yields these atomic charges, measured in e: atom 1 (Cu): 0.68, atom 2 (C): -0.66, atom 3 (F): 0.16, atom 4 (F): 0.15, atom 5 (F): 0.16, atom 6 (S): 0.67, atom 7 (O): -0.21, atom 8 (O): -0.29, atom 9 (N): -0.32, atom 10 (S): 0.62, atom 11 (O): -0.25, atom 12 (O): -0.24, atom 13 (C): -0.67, atom 14 (F): 0.15, atom 15 (F): 0.17, atom 16 (F): 0.11, atom 17 (C): -0.68, atom 18 (F): 0.17, atom 19 (F): 0.13, atom 20 (F): 0.16, atom 21 (S): 0.65, atom 22 (O): -0.26, atom 23 (O): -0.23, atom 24 (N): -0.33, atom 25 (S): 0.63, atom 26 (O): -0.24, atom 27 (O): -0.26, atom 28 (C): -0.65, atom 29 (F): 0.16, atom 30 (F): 0.14, atom 31 (F): 0.13, atom 32 (C): -0.06, atom 33 (C): -0.07, atom 34 (C): 0.01, atom 35 (C): -0.13, atom 36 (C): 0.01, atom 37 (C): -0.04, atom 38 (N): -0.30, atom 39 (O): -0.02, atom 40 (O): 0.12, atom 41 (H): 0.11, atom 42 (H): 0.11, atom 43 (H): 0.12, atom 44 (H): 0.10, atom 45 (H): 0.11, atom 46 (C): -0.06, atom 47 (C): -0.06, atom 48 (C): 0.01, atom 49 (C): -0.14, atom 50 (C): -0.02, atom 51 (C): -0.05, atom 52 (N): -0.29, atom 53 (O): 0.12, atom 54 (O): 0.02, atom 55 (H): 0.11, atom 56 (H): 0.11, atom 57 (H): 0.13, atom 58 (H): 0.10, atom 59 (H): 0.11, atom 60 (C): -0.06, atom 61 (C): -0.05, atom 62 (C): 0.01, atom 63 (C): -0.14, atom 64 (C): 0.02, atom 65 (C): -0.06, atom 66 (N): -0.28, atom 67 (O): 0.12, atom 68 (O): -0.03, atom 69 (H): 0.11, atom 70 (H): 0.11, atom 71 (H): 0.10, atom 72 (H): 0.13, atom 73 (H): 0.11

***

3.
Molecular formula: C22H15F4N3O
Method: DFT, the ωB97M-V functional and the def2-TZVPD basis

```
! wB97M-V def2-TZVPD RIJCOSX def2/J DEFGRID3
* xyz 0 1
F 2.69 3.89 3.16
F 5.01 1.09 0.36
F 0.06 2.48 2.54
F 2.66 -0.31 -0.49
N -1.28 2.48 -0.38
N -0.84 -4.05 -1.37
O -1.34 -1.38 -1.41
C -0.71 -5.46 -1.40
C -0.64 1.82 -1.30
C -2.16 3.42 -0.83
C -0.76 1.95 -2.65
C -2.50 3.60 -2.20
C -1.72 2.78 -3.12
C 3.62 2.40 1.79
C -0.15 -6.15 -0.35
C 0.52 -1.79 1.78
C 2.47 2.83 2.33
C 3.74 1.33 0.86
C 1.26 2.11 2.04
C 2.60 0.67 0.51
C 1.36 0.91 1.17
C -0.15 -1.17 0.71
C -0.77 -1.95 -0.30
C 0.29 -5.36 0.69
C 0.66 -3.21 1.79
C -0.50 -3.33 -0.31
C 0.16 -3.98 0.77
N 0.12 0.76 -0.83
C -2.94 4.20 0.24
C 0.02 0.32 0.60
H -1.72 -2.08 -1.86
H -0.99 -6.15 -2.16
H -0.20 1.30 -3.41
H -3.22 4.27 -2.50
H -1.75 2.83 -4.19
H 4.43 3.01 2.13
H -0.09 -7.20 -0.41
H 1.03 -1.20 2.64
H 0.70 -5.85 1.50
H 1.06 -3.71 2.64
H 0.17 -0.01 -1.50
H -2.48 5.24 0.23
H -4.04 4.10 0.07
H -2.79 3.80 1.28
H -0.86 0.77 1.12
*
```

Values from the calculation:
Highest occupied orbital energy in eV: -7.9826
Electronic energy in eV: -40442.262
SMILES: Cc1cccc(N[C@@H](c2ccc3cccnc3c2O)c2c(F)c(F)cc(F)c2F)n1

The Löwdin scheme yields these atomic charges, measured in e: atom 1 (F): 0.07, atom 2 (F): 0.06, atom 3 (F): 0.08, atom 4 (F): 0.06, atom 5 (N): 0.16, atom 6 (N): 0.12, atom 7 (O): 0.08, atom 8 (C): -0.07, atom 9 (C): -0.35, atom 10 (C): -0.30, atom 11 (C): -0.05, atom 12 (C): 0.00, atom 13 (C): -0.06, atom 14 (C): 0.05, atom 15 (C): -0.06, atom 16 (C): 0.01, atom 17 (C): -0.20, atom 18 (C): -0.15, atom 19 (C): -0.10, atom 20 (C): -0.13, atom 21 (C): 0.00, atom 22 (C): -0.10, atom 23 (C): -0.15, atom 24 (C): 0.00, atom 25 (C): -0.02, atom 26 (C): -0.20, atom 27 (C): -0.18, atom 28 (N): 0.07, atom 29 (C): -0.05, atom 30 (C): -0.17, atom 31 (H): 0.05, atom 32 (H): 0.10, atom 33 (H): 0.15, atom 34 (H): 0.07, atom 35 (H): 0.09, atom 36 (H): 0.14, atom 37 (H): 0.09, atom 38 (H): 0.15, atom 39 (H): 0.09, atom 40 (H): 0.10, atom 41 (H): 0.12, atom 42 (H): 0.09, atom 43 (H): 0.08, atom 44 (H): 0.08, atom 45 (H): 0.15

***

The calculation returns the following molecular weight values, one per record and in order: 751.84, 993.17, 413.37 g/mol.